No. 1
Below is H28HeNeO14 as an isolated structure in a non-equilibrium geometry, with properties calculated with wB97M-V/def2-TZVPD.

The LUMO energy is -0.912 eV. The calculation puts the HOMO-LUMO gap at 9.5 eV. The calculation puts the total energy at -1202.010386 Eh.

```
44
Properties=species:S:1:pos:R:3:forces:R:3
He -0.258882 0.340890 0.095967 -0.131 -0.042 0.058
Ne 0.020278 3.240290 2.207327 0.004 -0.011 -0.015
O 1.737818 1.159870 -1.324573 0.046 -0.052 -0.649
H 0.947438 1.686570 -1.443403 -0.218 0.570 0.039
H 1.862798 1.125250 -0.376203 0.360 -0.313 0.596
O -1.816072 -2.374180 -0.333053 0.527 -0.358 -0.298
H -1.973032 -1.990310 0.529637 -0.287 0.695 0.635
H -2.057602 -3.295040 -0.233523 -0.276 -0.351 -0.215
O -3.143432 2.925110 -1.262843 -0.105 0.648 -0.519
H -3.397332 2.416190 -0.492933 -0.315 -0.452 0.029
H -2.193872 2.818140 -1.318783 0.350 0.074 -0.024
O 0.637358 -2.892620 0.937487 0.423 -0.262 0.487
H -0.129282 -2.642710 0.421687 -0.473 0.293 -0.630
H 0.276678 -3.207920 1.766167 0.053 -0.171 0.230
O 3.095528 -1.912690 0.225887 0.704 0.330 0.715
H 2.347988 -2.396320 0.577327 -0.406 -0.392 0.010
H 2.985838 -1.958350 -0.723903 -0.126 -0.109 -0.716
O -3.731782 1.219850 0.737787 -0.373 -0.004 0.182
H -2.939822 0.682340 0.748677 0.279 -0.406 0.080
H -3.571142 1.897200 1.394767 -0.050 0.157 0.366
O 2.477708 0.440790 1.265157 -0.565 0.958 0.559
H 1.769048 0.369010 1.904597 -0.260 0.181 0.366
H 2.631438 -0.458430 0.975337 0.732 -1.109 -0.855
O 1.145868 -0.291480 -3.508683 -0.315 -0.763 -0.689
H 0.211738 -0.109120 -3.610553 -0.281 0.035 -0.160
H 1.389308 0.150290 -2.695173 0.492 0.420 0.774
O -1.850712 -0.834540 1.976967 -0.568 -0.246 -0.309
H -0.997972 -0.503730 2.259167 0.838 0.171 0.079
H -2.290652 -1.087290 2.788637 -0.340 -0.074 0.163
O -3.100772 -1.716750 -2.730693 -0.272 0.152 -0.390
H -2.828312 -2.425980 -3.312933 0.017 -0.115 -0.230
H -2.482972 -1.754930 -2.000563 0.136 -0.013 0.408
O 0.332728 0.332510 3.324917 -0.161 -0.215 -0.284
H 0.490968 -0.266340 4.054697 0.279 -0.202 0.300
H -0.390692 0.885220 3.620567 -0.075 0.525 0.159
O 2.038098 -2.783760 -2.248283 0.289 -0.299 0.210
H 1.583338 -3.454430 -1.738743 -0.037 -0.321 0.157
H 1.350408 -2.168760 -2.503403 -0.184 0.690 -0.549
O -0.271922 3.252020 -1.337633 -0.068 -0.317 -0.022
H -0.121502 4.002070 -0.762283 0.120 0.196 0.271
H -0.274652 3.623120 -2.219963 0.018 0.131 -0.375
O 3.300018 2.990360 1.447317 -0.031 0.956 0.130
H 2.951758 2.106380 1.331007 0.086 -0.568 -0.071
H 4.238258 2.862210 1.587047 0.161 -0.015 -0.003
```
Forces are in eV/Å.


No. 2
Below is a 7-piece molecular cluster, C22H62N4O7 overall in a non-equilibrium geometry, with properties calculated with wB97M-V/def2-TZVPD.

The structure (SMILES) is COC[C@H](C)N.COC[C@H](C)N.COC[C@H](C)N.COC[C@H](C)N.CCO.CCO.CCO. The LUMO energy is 0.564 eV. For the energy above the lowest of the compared OMol25 structures with the same formula, charge and spin, the calculation gives 1.150 eV. The calculation puts the HOMO-LUMO gap at 9.7 eV. The calculation puts the total energy at -1620.969591 Eh.

```
95
Properties=species:S:1:pos:R:3:forces:R:3
C -21.578297 -17.446869 -12.603781 -0.888 -0.771 0.819
O -20.501757 -17.003332 -13.377602 -0.031 0.377 -0.359
C -20.337452 -15.588070 -13.456385 -0.361 -0.109 0.225
C -18.839920 -15.294577 -13.457251 -0.111 -0.870 0.417
C -18.136085 -15.867163 -12.215961 0.109 0.195 -0.488
N -18.539337 -13.876278 -13.561060 -0.045 -0.109 -0.466
H -21.349635 -17.660368 -11.546703 0.611 0.292 -0.125
H -21.923580 -18.409439 -12.990606 0.029 0.214 -0.224
H -22.434358 -16.766576 -12.545524 0.108 0.153 -0.504
H -20.802075 -15.169284 -14.361352 0.098 -0.297 -0.182
H -20.910677 -15.115475 -12.647151 0.495 0.073 0.313
H -18.480959 -15.798056 -14.363186 0.265 0.059 0.097
H -18.334499 -15.183765 -11.391208 -0.024 -0.221 0.223
H -17.057756 -15.880945 -12.380801 0.013 0.182 0.005
H -18.412388 -16.887581 -11.957451 -0.342 0.071 -0.031
H -18.783230 -13.575604 -14.500973 -0.289 0.299 0.261
H -19.153425 -13.377561 -12.920838 0.194 0.251 -0.090
C -24.815217 -19.931908 -19.111520 -0.333 0.807 -0.237
O -23.800018 -19.867729 -18.157570 0.325 -0.715 0.428
C -23.703857 -18.631090 -17.476930 -0.239 -0.278 -0.227
C -22.399593 -18.651330 -16.681737 0.666 0.141 0.019
C -22.356040 -19.551454 -15.453391 -0.394 -1.259 -0.945
N -21.979321 -17.295359 -16.305767 0.094 0.380 -0.305
H -24.912150 -20.949592 -19.478760 0.123 -0.042 0.046
H -24.589619 -19.249940 -19.946846 -0.003 -0.187 -0.075
H -25.784506 -19.596156 -18.714966 0.030 -0.184 0.133
H -23.675604 -17.853720 -18.254593 0.081 0.305 0.363
H -24.602910 -18.501178 -16.859515 0.122 0.238 0.110
H -21.704696 -19.083627 -17.414897 0.183 -0.002 0.155
H -22.402784 -20.587358 -15.814329 -0.251 0.057 0.046
H -23.202756 -19.443029 -14.775316 0.131 0.378 0.139
H -21.396587 -19.545384 -14.941740 -0.077 0.533 0.163
H -21.343916 -17.313846 -15.514764 -0.161 -0.229 0.171
H -21.420366 -16.893363 -17.053831 -0.300 0.084 -0.047
C -18.282670 -10.473140 -13.130788 0.594 0.012 1.216
O -19.370574 -10.213104 -12.274422 -0.242 0.009 0.740
C -20.556467 -9.818248 -12.930663 1.101 0.252 -0.902
C -21.736141 -9.899711 -12.008693 -1.159 0.142 -0.591
C -21.864716 -11.312902 -11.434566 0.049 0.909 0.566
N -22.929310 -9.611608 -12.814556 -0.815 -0.255 -0.724
H -17.769815 -9.545025 -13.411909 -0.560 0.001 -0.943
H -18.597682 -11.194013 -13.883076 0.349 0.426 -0.574
H -17.496584 -10.921504 -12.512599 -0.311 -0.419 0.019
H -20.423975 -8.802986 -13.336708 -0.139 0.112 0.144
H -20.681709 -10.455984 -13.814839 -0.369 -0.128 0.143
H -21.698612 -9.102540 -11.258614 0.624 -0.510 0.521
H -21.000580 -11.431151 -10.780973 -0.154 -0.459 0.091
H -21.897001 -12.090911 -12.195300 0.202 0.162 -0.244
H -22.793751 -11.391434 -10.866580 0.114 -0.035 0.187
H -23.792962 -9.685878 -12.290607 0.196 -0.288 0.238
H -22.993589 -8.693357 -13.239390 0.617 0.043 0.094
C -22.223792 -21.257189 -12.236497 -0.415 -0.307 0.805
O -21.049594 -20.959505 -12.940805 -0.534 0.436 0.229
C -19.982023 -20.661387 -12.070513 0.891 -0.973 0.112
C -18.846839 -20.176795 -12.960549 0.816 0.916 0.576
C -18.536414 -21.070006 -14.171676 -0.463 -0.020 0.405
N -17.650311 -19.845525 -12.155594 -0.814 -0.110 0.248
H -23.088969 -21.421755 -12.878590 0.402 -0.102 -0.456
H -22.542080 -20.459497 -11.548339 0.343 0.133 -0.046
H -22.064767 -22.154961 -11.622519 -0.140 0.000 -0.050
H -20.200232 -19.945216 -11.270780 -0.328 0.452 -0.431
H -19.683648 -21.548636 -11.485366 0.004 -0.283 -0.322
H -19.215092 -19.190428 -13.263099 0.121 -0.128 -0.554
H -18.702317 -22.125838 -13.941333 -0.456 0.057 -0.090
H -17.489472 -21.054396 -14.471944 0.014 0.602 -0.029
H -19.181504 -20.715225 -14.974204 0.116 -0.567 -0.313
H -17.020719 -20.631070 -12.078754 0.141 0.029 -0.059
H -17.187026 -19.060429 -12.586521 0.324 -0.119 0.034
C -13.628083 -14.578305 -14.941819 -0.585 -0.407 -0.698
C -15.114814 -14.791877 -14.693883 0.221 1.374 1.167
O -15.804410 -13.527574 -14.778943 0.026 -0.597 -0.409
H -13.444405 -14.338182 -15.990446 0.114 0.142 0.062
H -13.106257 -15.508746 -14.715322 0.139 0.061 0.041
H -13.264178 -13.778384 -14.302783 0.032 0.020 0.008
H -15.169402 -15.059362 -13.631477 -0.295 -0.663 -0.151
H -15.607927 -15.518739 -15.338033 0.260 -0.257 -0.040
H -16.690214 -13.710236 -14.421432 0.102 0.423 0.198
C -18.984274 -11.621305 -17.419355 1.013 0.341 0.111
C -19.866111 -12.691651 -16.817302 -0.914 0.221 0.070
O -20.354481 -12.285861 -15.530124 0.319 0.021 0.320
H -19.502739 -10.940236 -18.092237 -0.134 -0.126 -0.016
H -18.102699 -12.022800 -17.925843 -0.306 -0.221 -0.282
H -18.525292 -11.002253 -16.643342 -0.289 -0.091 0.211
H -19.361899 -13.651000 -16.674942 0.176 0.107 -0.106
H -20.732561 -12.863744 -17.461311 0.159 -0.224 -0.099
H -21.299290 -12.122841 -15.515153 -0.068 -0.053 -0.285
C -16.356671 -13.403382 -10.701318 -1.303 0.894 0.590
C -17.544918 -12.948909 -9.815133 0.976 -0.528 0.719
O -17.414897 -13.461565 -8.468151 -0.088 0.013 -0.327
H -16.670482 -13.227557 -11.730491 0.402 -0.121 -0.192
H -16.161216 -14.455996 -10.525459 0.155 -0.033 -0.047
H -15.512911 -12.768945 -10.438371 0.304 -0.256 -0.176
H -18.494434 -13.329844 -10.186233 -0.067 0.185 -0.078
H -17.551817 -11.864187 -9.702212 -0.354 0.086 -0.623
H -16.950040 -12.786823 -7.969343 0.059 -0.116 0.163
```
Forces are in eV/Å.


No. 3
Below is C9H12F2LiN4OS as an isolated structure in a non-equilibrium geometry, with properties calculated with wB97M-V/def2-TZVPD.

The LUMO energy is 2.794 eV. The charge is -1. For the energy above the lowest of the compared OMol25 structures with the same formula, charge and spin, the calculation gives 0.437 eV. The calculation puts the HOMO-LUMO gap at 6.9 eV. The calculation puts the total energy at -1249.906196 Eh.

```
30
Properties=species:S:1:pos:R:3:forces:R:3
Li 0.690394 -0.059233 -1.281072 -0.127 0.312 -0.212
N 1.299162 -1.859224 4.665002 -0.167 -0.136 0.069
C 1.322014 -1.071340 3.528746 0.316 0.302 -0.187
S 2.809506 -0.335406 3.150237 0.147 -0.010 -0.533
N 0.140245 -0.951769 2.971307 -0.410 -0.610 0.526
N -0.042404 -0.452242 1.741642 0.256 0.279 -0.112
C -1.223900 0.036695 1.628202 -0.007 0.044 0.008
C -1.834320 0.595115 0.435800 -0.264 0.328 -0.532
C -3.151319 1.066199 0.588084 0.093 -0.073 0.096
C -3.817940 1.636508 -0.472255 0.021 0.018 -0.011
C -3.153219 1.762100 -1.681349 -0.096 0.007 0.016
C -1.859895 1.277839 -1.761532 0.118 0.002 -0.275
N -1.208615 0.694039 -0.759936 -0.067 -0.277 0.798
H 2.053576 -1.686105 5.304364 0.039 0.040 0.014
H 0.383865 -1.985766 5.069337 -0.003 -0.022 -0.034
H -1.847736 0.061901 2.523570 -0.050 -0.093 -0.074
H -3.632927 0.972455 1.552917 0.028 -0.026 -0.002
H -4.838207 1.981599 -0.357372 0.004 0.028 0.007
H -3.626619 2.217391 -2.539984 0.060 -0.013 -0.038
H -1.300867 1.361406 -2.684849 -0.058 -0.035 0.042
F 0.435129 -0.442336 -3.387497 -0.123 -0.186 -0.047
C 0.981536 0.905253 -3.144480 0.363 0.167 0.098
F 2.252413 0.824857 -3.780650 -0.054 -0.028 -0.033
H 0.405025 1.504895 -3.879793 0.055 -0.106 0.029
C 3.337342 -1.378238 -1.531648 0.502 -0.013 -0.324
O 2.106849 -1.281425 -0.841134 0.164 0.083 1.167
H 3.872576 -2.295680 -1.262734 -0.121 0.002 0.007
H 3.988511 -0.528519 -1.306082 -0.090 0.007 -0.060
H 3.131338 -1.382531 -2.600084 -0.072 0.054 0.064
H 2.328487 -1.188438 0.113243 -0.456 -0.045 -0.465
```
Forces are in eV/Å.